{"formula": "C26H36MgN12S2", "method": "ωB97M-V with the def2-TZVPD basis set", "species": ["Mg", "C", "S", "C", "S", "N", "N", "C", "C", "C", "C", "C", "C", "N", "H", "H", "H", "H", "H", "H", "H", "H", "C", "N", "C", "C", "N", "C", "C", "C", "C", "C", "C", "N", "C", "N", "C", "C", "N", "C", "C", "N", "C", "C", "H", "H", "H", "H", "H", "H", "H", "H", "H", "H", "H", "H", "H", "H", "H", "H", "H", "H", "H", "H", "H", "H", "H", "H", "H", "H", "H", "H", "N", "C", "N", "C", "N"], "xyz": [[-0.0312, 0.0661, 0.2610], [-5.6323, 1.4343, 1.6834], [-4.8871, 1.3168, 0.0437], [-3.2072, 1.8398, 0.3948], [-2.4889, 2.9863, -0.5651], [-2.7155, 1.3312, 1.5272], [-1.3934, 1.1791, 1.6126], [-0.8406, 1.6107, 2.7036], [0.5501, 1.2527, 2.9850], [1.2620, 1.8453, 4.0267], [2.5641, 1.4571, 4.2562], [3.1358, 0.4745, 3.4527], [2.3655, -0.0571, 2.4404], [1.1043, 0.3175, 2.1964], [-6.6623, 1.0923, 1.5799], [-5.6295, 2.4695, 2.0206], [-5.1074, 0.8061, 2.3985], [-1.4134, 2.2067, 3.4036], [0.7830, 2.6032, 4.6332], [3.1361, 1.9134, 5.0549], [4.1483, 0.1289, 3.6093], [2.7603, -0.8207, 1.7833], [-0.0791, -5.2993, 1.6960], [0.5256, -4.0145, 1.3734], [1.9756, -4.0024, 1.4079], [-0.1930, -2.9610, 0.8994], [0.2945, -2.0029, 0.1490], [1.2578, -2.2505, -0.8819], [1.3152, -3.4615, -1.5686], [2.1298, -3.6267, -2.6729], [2.8831, -2.5568, -3.1362], [2.8215, -1.3414, -2.4782], [2.0401, -1.1734, -1.3366], [1.8738, 0.0851, -0.6744], [2.7979, 1.0074, -0.6448], [2.4218, 2.2999, -0.4323], [3.1435, 3.1496, 0.5014], [1.0766, 2.7458, -0.7778], [4.1434, 0.7953, -0.7705], [4.7855, -0.4459, -0.3820], [5.0243, 1.7750, -1.3822], [-1.5031, -2.9167, 1.2839], [-1.8418, -2.9793, 2.7031], [-2.4652, -2.1632, 0.4774], [0.4304, -6.0874, 1.1362], [-1.1285, -5.2969, 1.4207], [0.0115, -5.5225, 2.7615], [2.4114, -4.4849, 0.5304], [2.3054, -4.5278, 2.3057], [2.3347, -2.9777, 1.4473], [0.6491, -4.2632, -1.2681], [2.1335, -4.5693, -3.2023], [3.4783, -2.6544, -4.0344], [3.3502, -0.4838, -2.8793], [4.0033, 2.6206, 0.9054], [2.4844, 3.4174, 1.3332], [3.4830, 4.0731, 0.0254], [0.6574, 2.1183, -1.5589], [1.1235, 3.7744, -1.1354], [0.3911, 2.7336, 0.0778], [4.0712, -1.1255, 0.0676], [5.5811, -0.2347, 0.3381], [5.2228, -0.9501, -1.2462], [4.4413, 2.5660, -1.8450], [5.6217, 1.2860, -2.1553], [5.7091, 2.2178, -0.6540], [-1.0384, -3.4434, 3.2677], [-2.7553, -3.5575, 2.8486], [-2.0087, -1.9705, 3.0916], [-2.1752, -2.1869, -0.5686], [-2.5603, -1.1192, 0.7949], [-3.4421, -2.6331, 0.5919], [-1.0129, 0.1317, -1.4866], [-1.0363, -0.3146, -2.5681], [-1.1282, -0.7083, -3.7775], [-0.6655, -1.8516, -4.2470], [-0.2939, -2.8365, -4.7356]], "atomic_forces_ev_per_a": [[-0.2059, 0.1635, 0.0513], [0.0291, -0.1660, 0.0704], [0.0014, 0.2397, -0.1158], [-0.0765, 0.0472, 0.6108], [0.1803, -0.1949, -0.2163], [-0.3922, -0.3462, -0.6354], [0.4996, 0.6857, 0.4785], [0.2055, -0.3749, -0.1913], [-0.3207, -0.0624, -0.1195], [0.0010, 0.0945, 0.1073], [0.0922, 0.0300, 0.0509], [-0.0166, 0.0301, 0.0709], [-0.2701, 0.0256, -0.1502], [0.1789, 0.1819, 0.0884], [0.0355, 0.0142, -0.0035], [0.0082, -0.0170, 0.0124], [-0.0264, 0.0097, 0.0124], [-0.0073, -0.0138, 0.0898], [0.0244, -0.0207, -0.0067], [-0.0185, -0.0222, -0.0090], [-0.0197, 0.0044, 0.0024], [-0.0110, 0.0175, -0.0479], [0.0480, 0.0962, -0.0740], [0.0945, -0.1804, -0.0010], [-0.0995, 0.0404, 0.0723], [0.1029, 0.0508, -0.0062], [0.4342, -0.2964, -0.3547], [-0.2920, 0.1279, 0.3030], [-0.1174, -0.0330, -0.0036], [0.1072, 0.0470, -0.0011], [-0.0307, -0.0662, 0.0477], [-0.0400, 0.1000, -0.0663], [-0.1205, 0.3874, 0.1878], [0.2265, -0.5304, -0.2781], [-0.0958, -0.1383, 0.0877], [0.0095, 0.1135, -0.0529], [-0.0434, -0.0227, -0.0700], [0.1074, -0.1026, 0.1429], [0.0987, -0.0627, 0.0773], [0.0067, 0.1267, -0.0076], [-0.0465, -0.0546, 0.0297], [-0.0848, 0.2951, 0.1847], [-0.0251, -0.1329, -0.1589], [0.1115, -0.0178, 0.0856], [0.0011, -0.0016, -0.0046], [-0.0251, 0.0111, -0.0100], [0.0002, -0.0094, 0.0136], [0.0138, -0.0252, -0.0103], [-0.0004, 0.0130, 0.0095], [-0.0022, 0.0237, -0.0118], [0.0534, -0.0024, -0.0035], [-0.0361, 0.0262, -0.0257], [-0.0198, -0.0013, 0.0105], [0.0123, -0.0481, 0.0255], [-0.0073, 0.0117, 0.0006], [-0.0046, -0.0028, -0.0057], [-0.0039, -0.0110, -0.0002], [0.0027, 0.0027, -0.0356], [-0.0117, 0.0339, 0.0088], [0.0098, 0.0218, 0.0171], [-0.0340, -0.0102, 0.0237], [0.0224, 0.0271, 0.0048], [-0.0038, -0.0333, -0.0246], [-0.0163, 0.0047, 0.0117], [0.0002, -0.0148, -0.0148], [0.0247, 0.0123, 0.0065], [0.0195, 0.0019, 0.0127], [-0.0066, -0.0132, 0.0071], [-0.0109, 0.0376, 0.0054], [0.0071, -0.0049, 0.0103], [-0.0074, -0.0286, 0.0073], [-0.0217, -0.0054, -0.0014], [-0.1200, -0.0636, -0.1635], [0.0200, -0.3116, -0.3134], [-0.0652, 0.1534, -0.1256], [0.0151, -0.0103, 0.2251], [-0.0478, 0.1438, 0.0566]], "lowdin_charge": [0.5315, -0.4274, 0.7685, -1.2178, 0.5538, -0.1136, -0.0838, -0.0812, -0.2556, -0.0171, -0.0541, -0.0526, -0.1215, 0.0750, 0.0240, 0.0333, 0.0163, 0.1271, 0.1185, 0.1127, 0.1067, 0.0859, -0.0440, -0.1342, -0.0351, -0.3775, 0.0865, -0.2195, -0.0441, -0.0908, -0.0794, -0.0386, -0.2213, 0.0849, -0.3796, -0.1386, -0.0458, -0.0577, -0.1436, -0.0459, -0.0490, -0.1422, -0.0377, -0.0289, 0.0942, 0.0925, 0.0894, 0.0897, 0.0949, 0.0736, 0.1215, 0.1067, 0.1064, 0.1187, 0.0828, 0.0906, 0.0928, 0.0756, 0.0999, 0.0418, 0.0721, 0.0946, 0.0923, 0.0955, 0.0928, 0.0881, 0.0805, 0.0933, 0.0925, 0.0867, 0.0609, 0.0965, 0.0967, -0.3263, 0.0781, -0.4026, 0.0906], "relative_energy_kj_mol": 161.8, "orbital_gap_ev": 6.4, "e_lumo_ev": -0.636, "e_homo_ev": -7.03}